[1]
Density functional theory data (ωB97M-V with the def2-TZVPD basis set) for C9H23FeN3O5 as an isolated structure in a non-equilibrium geometry.

Structure (XYZ):
```
41
Properties=species:S:1:pos:R:3:nbo_charge:R:1
Fe 0.99730 0.64525 -0.10569 1.9717
O -0.79758 0.96986 0.33310 -1.1720
H -1.72386 0.82841 0.47135 0.4896
O 2.26650 1.77173 -0.87300 -1.1297
H 3.16081 2.06409 -0.99805 0.4916
C 1.02041 1.57080 3.11879 0.5639
O 1.45100 1.22544 2.02766 -0.7090
N 0.38687 2.72210 3.35103 -0.3900
C 0.21526 3.25277 4.71761 -0.4058
C -0.00351 3.63490 2.25277 -0.4375
H 1.13801 0.99154 4.04773 0.1247
H -0.86622 3.27114 4.88114 0.2008
H 0.68000 4.22363 4.84075 0.2137
H 0.50328 2.45692 5.40519 0.2099
H -0.89759 3.10636 1.91207 0.2337
H -0.27279 4.63466 2.57118 0.2112
H 0.77844 3.58580 1.49805 0.2383
C -0.46899 -0.86629 -2.53806 0.1366
O 0.60510 -0.48335 -1.88865 -0.7421
N -0.72158 -0.33380 -3.78244 -0.4338
C -1.75677 -0.85739 -4.65731 -0.3999
C 0.24650 0.49297 -4.49772 -0.4096
H -1.25368 -1.53387 -2.17665 0.1234
H -1.40647 -1.81520 -5.06085 0.1693
H -1.93825 -0.13579 -5.45057 0.1965
H -2.69099 -0.92467 -4.09479 0.1911
H -0.23450 1.23970 -5.12785 0.1841
H 0.87500 1.02460 -3.78510 0.2279
H 0.90180 -0.12627 -5.12492 0.1651
C 1.40008 -2.64584 0.19019 0.0626
O 1.81999 -1.39365 0.18757 -0.5566
N 0.16468 -3.03462 0.73058 -0.2092
C -0.35871 -4.36960 0.58692 -0.4245
C -0.75658 -2.04858 1.24615 -0.4362
H 2.02157 -3.45605 -0.17492 0.1497
H -0.80477 -4.59425 1.55958 0.2036
H 0.44018 -5.10779 0.51071 0.2204
H -1.10243 -4.56662 -0.18684 0.2184
H -1.26554 -1.57457 0.39743 0.2298
H -1.45828 -2.59967 1.86988 0.2006
H -0.29368 -1.24481 1.81598 0.2280
```

Results
HOMO level (alpha / beta) = -3.5 / -7.7 eV
relative energy (zero: lowest compared OMol25 entry of this formula, charge and spin) = 0.0398 eV
spin multiplicity = 9
⟨S²⟩ = 20.025
lowest unoccupied orbital energy (alpha / beta) = 0.0163 / -0.1015 hartree

[2]
Density functional theory data (ωB97M-V with the def2-TZVPD basis set) for C2H3NOS in the gas phase in a non-equilibrium geometry.

Structure (XYZ):
```
8
Properties=species:S:1:pos:R:3:nbo_charge:R:1
C 1.13898 -0.17679 0.84937 0.2805
C -0.82666 0.02964 -0.62306 -0.4441
N 0.60438 -0.01008 -0.34242 -0.1768
O 1.35782 1.15669 0.27350 -0.3693
S 1.29425 -1.19284 2.02910 0.0455
H -1.19107 1.10395 -0.58763 0.2310
H -1.01218 -0.31812 -1.63126 0.2178
H -1.36551 -0.59246 0.03240 0.2154
```

Results
HOMO level = -9.6 eV
relative energy (zero: lowest compared OMol25 entry of this formula, charge and spin) = 3.4257 eV
SMILES = CN1OC1=S
lowest unoccupied orbital energy = 0.0103 hartree

[3]
Density functional theory data (ωB97M-V with the def2-TZVPD basis set) for C7H15CrO11S2 as an isolated structure in a non-equilibrium geometry.

Structure (XYZ):
```
36
Properties=species:S:1:pos:R:3:nbo_charge:R:1
Cr 0.54084 0.95418 0.41440 1.4570
O 2.12889 4.16454 -1.12609 -0.6678
C 1.60879 3.03436 -0.66186 0.9690
O 1.43912 2.91243 0.58742 -0.6566
O 1.37818 2.05059 -1.40057 -0.7355
H 2.14321 4.08418 -2.08782 0.4934
O 3.60253 -0.13979 2.45844 -0.6566
C 2.52224 0.11752 1.72774 0.9733
O 2.47159 -0.14051 0.48843 -0.7164
O 1.46517 0.58181 2.24130 -0.6399
H 4.22754 -0.50341 1.81934 0.4971
O -3.11043 2.14835 0.87566 -0.6720
C -1.84499 1.80575 0.63449 0.9586
O -0.96527 1.84157 1.55851 -0.6920
O -1.43609 1.50910 -0.50599 -0.6773
H -3.12638 2.40628 1.80671 0.4965
C -3.00605 -1.52905 0.63979 -0.8437
S -1.56953 -1.72226 1.69167 1.3056
O -0.57115 -0.81238 1.08878 -0.9641
C -2.21648 -0.84399 3.13569 -0.8246
H -2.87753 -2.10209 -0.27879 0.2400
H -3.06813 -0.47880 0.34966 0.2570
H -3.94485 -1.83751 1.09907 0.2331
H -3.22939 -1.17994 3.34563 0.2275
H -2.15730 0.21220 2.88327 0.2573
H -1.55876 -1.09450 3.96393 0.2448
C 1.18948 -2.74610 -2.02495 -0.8333
S 0.15636 -1.32283 -2.36953 1.3042
O 0.35224 -0.42005 -1.21479 -0.9631
C 1.18187 -0.59122 -3.64226 -0.8313
H 1.46270 -3.23644 -2.96159 0.2296
H 0.61858 -3.48989 -1.46942 0.2342
H 2.04806 -2.39374 -1.45647 0.2599
H 0.98489 -1.02662 -4.62036 0.2277
H 2.23006 -0.68074 -3.35882 0.2377
H 0.93000 0.46902 -3.63062 0.2705
```

Results
HOMO level (alpha / beta) = -8.9 / -9.4 eV
relative energy (zero: lowest compared OMol25 entry of this formula, charge and spin) = 0.0000 eV
spin multiplicity = 4
⟨S²⟩ = 3.782
lowest unoccupied orbital energy (alpha / beta) = -0.0042 / 0.0080 hartree

[4]
Density functional theory data (ωB97M-V with the def2-TZVPD basis set) for C20H25N7NiS2Se as an isolated structure.

Structure (XYZ):
```
56
Properties=species:S:1:pos:R:3:nbo_charge:R:1
Ni -0.14625 1.07271 0.61443 0.8311
C 4.06856 -1.51624 0.09528 -0.4097
N 3.64691 -0.65013 1.19188 -0.3202
C 4.48648 -0.04201 2.11168 -0.0279
C 3.71872 0.67856 2.94318 -0.0624
N 2.39916 0.50617 2.52517 -0.3662
C 2.37545 -0.31087 1.44016 0.2863
S 1.03085 -0.83628 0.52768 -0.2316
C 1.26720 0.95398 3.25127 0.3838
C 1.32857 0.98168 4.63257 -0.2414
C 0.23066 1.44523 5.33606 -0.1025
C -0.89406 1.84594 4.63407 -0.2286
C -0.87554 1.76511 3.25776 0.0634
N 0.19095 1.33268 2.56297 -0.5152
H 5.14271 -1.65781 0.16433 0.2380
H 3.81919 -1.05330 -0.85739 0.2321
H 3.57115 -2.48029 0.16998 0.2351
H 5.55390 -0.16720 2.07708 0.2588
H 3.97982 1.32059 3.76420 0.2592
H 2.21056 0.62431 5.14362 0.2494
H 0.25261 1.47942 6.41668 0.2534
H -1.77553 2.21357 5.13827 0.2565
H -1.72717 2.06937 2.66632 0.2339
C -3.11854 3.65301 -2.65683 -0.4281
N -2.36202 3.54721 -1.40712 -0.5570
C -1.06116 3.62614 -1.18258 0.3985
S -0.49687 3.29481 0.44905 -0.3132
N -0.15445 3.97516 -2.07762 -0.5528
C -0.31669 4.49489 -3.43656 -0.4263
H -4.06838 3.14873 -2.50329 0.2384
H -2.59778 3.15014 -3.46577 0.2196
H -3.31662 4.68958 -2.92129 0.2235
H -2.89767 3.35906 -0.57442 0.4315
H 0.78665 3.93529 -1.71973 0.4302
H -1.14003 5.20011 -3.48878 0.2230
H -0.46368 3.69339 -4.15783 0.2156
H 0.59472 5.02769 -3.69200 0.2398
C -2.39764 -2.13342 0.55170 -0.4188
N -1.65166 -2.28794 -0.68745 -0.3470
C -1.21491 -1.31109 -1.49208 0.2939
Se -1.43266 0.54915 -1.28648 -0.2087
N -0.60998 -1.87918 -2.54311 -0.5067
C -0.64127 -3.26463 -2.42749 0.0994
C -0.16395 -4.28425 -3.24023 -0.2149
C -0.38074 -5.57358 -2.79658 -0.1765
C -1.04859 -5.83707 -1.58988 -0.1823
C -1.52241 -4.81988 -0.78532 -0.2251
C -1.30296 -3.52410 -1.23508 0.1576
H -2.69892 -1.09539 0.65250 0.2400
H -1.77297 -2.42359 1.39551 0.2271
H -3.28300 -2.76511 0.51409 0.2352
H -0.19490 -1.34385 -3.28850 0.4470
H 0.34486 -4.08305 -4.17280 0.2406
H -0.03170 -6.40346 -3.39487 0.2418
H -1.19837 -6.86395 -1.28726 0.2414
H -2.04062 -5.02600 0.14085 0.2378
```

Results
HOMO level (alpha / beta) = -13.7 / -13.6 eV
charge = +2
lowest unoccupied orbital energy (alpha / beta) = -0.2122 / -0.2185 hartree

[5]
Density functional theory data (ωB97M-V with the def2-TZVPD basis set) for C3H4HgO2 as an isolated structure in a non-equilibrium geometry.

Structure (XYZ):
```
10
Properties=species:S:1:pos:R:3:nbo_charge:R:1
O -1.22406 -0.63996 -0.29755 -0.4225
C -1.24953 0.51965 0.35019 0.7418
Hg -0.04250 2.29757 -0.51021 0.8535
O -2.18705 1.31692 0.39988 -0.4556
C 0.19093 -1.01416 -0.34071 -0.1317
H 0.27679 -1.94155 0.23963 0.2493
H 0.45287 -1.18473 -1.39174 0.2336
C 0.86237 0.19529 0.27264 -0.6070
H 1.01969 0.18851 1.36088 0.2581
H 1.90048 0.26245 -0.08300 0.2807
```

Results
HOMO level (alpha / beta) = -13.8 / -16.0 eV
charge = +1
relative energy (zero: lowest compared OMol25 entry of this formula, charge and spin) = 2.2269 eV
spin multiplicity = 2
⟨S²⟩ = 0.767
lowest unoccupied orbital energy (alpha / beta) = -0.2487 / -0.2700 hartree

[6]
Density functional theory data (ωB97M-V with the def2-TZVPD basis set) for C5H8O in the gas phase.

Structure (XYZ):
```
14
Properties=species:S:1:pos:R:3:nbo_charge:R:1
C 0.27011 -1.92480 1.70219 -0.2445
O -0.69527 -0.97558 1.32307 -0.5355
C -0.19288 0.12394 0.60669 -0.0744
C 0.09058 2.23979 -2.20511 -0.4905
C -0.26212 1.13410 -1.60743 0.0936
C -0.54410 0.09476 -0.87096 -0.3159
H 0.44939 -2.68345 0.92492 0.1668
H 1.22822 -1.44187 1.94332 0.1650
H -0.10100 -2.42050 2.60312 0.1910
H -0.61053 1.03127 1.05574 0.1915
H 0.90065 0.18170 0.70963 0.1741
H -0.59173 3.08280 -2.28149 0.2211
H 1.08515 2.35175 -2.63052 0.2202
H -1.02647 -0.79389 -1.27320 0.2375
```

Results
HOMO level = -9.4 eV
relative energy (zero: lowest compared OMol25 entry of this formula, charge and spin) = 2.6834 eV
SMILES = C=C=CCOC
lowest unoccupied orbital energy = 0.0388 hartree

- Which formula does entry 3 have?
  C7H15CrO11S2

Copy entry 6 word for word.
Density functional theory data (ωB97M-V with the def2-TZVPD basis set) for C5H8O in the gas phase.

Structure (XYZ):
```
14
Properties=species:S:1:pos:R:3:nbo_charge:R:1
C 0.27011 -1.92480 1.70219 -0.2445
O -0.69527 -0.97558 1.32307 -0.5355
C -0.19288 0.12394 0.60669 -0.0744
C 0.09058 2.23979 -2.20511 -0.4905
C -0.26212 1.13410 -1.60743 0.0936
C -0.54410 0.09476 -0.87096 -0.3159
H 0.44939 -2.68345 0.92492 0.1668
H 1.22822 -1.44187 1.94332 0.1650
H -0.10100 -2.42050 2.60312 0.1910
H -0.61053 1.03127 1.05574 0.1915
H 0.90065 0.18170 0.70963 0.1741
H -0.59173 3.08280 -2.28149 0.2211
H 1.08515 2.35175 -2.63052 0.2202
H -1.02647 -0.79389 -1.27320 0.2375
```

Results
HOMO level = -9.4 eV
relative energy (zero: lowest compared OMol25 entry of this formula, charge and spin) = 2.6834 eV
SMILES = C=C=CCOC
lowest unoccupied orbital energy = 0.0388 hartree